(1)
Here is a 2-piece molecular cluster, C25H45BIN4O6S2 overall from the Open Molecules 2025 dataset. Energies are from ωB97M-V/def2-TZVPD.

Geometry (Å):
C 6.4752 -2.3246 -0.8027
C 6.2532 -0.7408 -1.1208
B 4.6489 -0.3811 -1.2698
O 4.1769 0.0514 -2.5565
C 3.7424 -0.5972 0.0623
C 2.3069 -1.3074 -0.0200
C 1.2915 -0.9597 -1.2090
C 0.5402 0.4501 -1.0771
C -0.6695 0.4525 0.0054
C -1.9351 1.3401 -0.4375
C -3.0963 0.2823 -0.8804
C -3.7017 -0.3622 0.4845
C -3.9703 -1.9668 0.3377
S -3.2617 -2.9227 1.8010
C -2.4008 -4.4128 1.1377
N -2.9060 -5.4823 0.3324
N -1.9660 -6.4137 -0.0083
C -0.7255 -5.9820 0.6076
O -1.0193 -4.7803 1.3098
C 1.8699 -1.0548 1.5024
C 0.7510 -1.9760 2.1555
C -0.1113 -1.2116 3.2794
O 0.0476 -1.8609 4.5755
C 0.5095 -0.9334 5.5621
O 1.6147 -1.0885 6.1395
N 2.5617 -0.0311 2.0365
C 3.6029 0.6071 1.1338
N 3.2134 1.9363 0.5675
C 4.9953 0.9852 1.9049
C 4.7213 1.9899 3.1673
C 5.0445 3.5403 2.7908
I 5.7776 1.3249 4.9505
H 7.5914 -2.6001 -0.8056
H 5.9268 -3.0108 -1.5312
H 6.1000 -2.5874 0.2603
H 6.6323 -0.1378 -0.2065
H 6.8602 -0.4502 -2.0416
H 4.5752 -0.4812 -3.2795
H 4.3471 -1.3704 0.6797
H 2.4953 -2.4302 -0.1809
H 0.4631 -1.7685 -1.2343
H 1.7665 -0.9862 -2.2565
H 1.2501 1.3512 -0.9424
H 0.0258 0.6376 -2.0988
H -0.3094 0.8556 1.0307
H -1.0087 -0.6522 0.0860
H -2.3481 1.8332 0.5256
H -1.7209 2.1272 -1.2332
H -3.8947 0.7541 -1.5455
H -2.5628 -0.5548 -1.4554
H -2.9342 -0.2728 1.3489
H -4.6298 0.2147 0.8152
H -5.1099 -2.0961 0.3504
H -3.5409 -2.3046 -0.6624
H 0.2818 -6.5037 0.5326
H 0.0044 -2.3926 1.3824
H 1.2521 -2.9067 2.6258
H 0.2313 -0.1125 3.2707
H -1.2202 -1.2101 3.0136
H -0.1746 -0.0596 5.8635
H 2.3144 0.2180 3.0079
H 4.0046 2.3912 0.0990
H 2.7744 2.5333 1.2784
H 5.7078 1.5799 1.2137
H 5.5815 0.0535 2.2330
H 3.5811 1.9624 3.3510
H 4.9435 4.2263 3.7155
H 4.2703 3.9496 2.0335
H 6.0908 3.6242 2.3424
C -7.2051 2.6848 -4.9788
C -7.7964 2.6705 -3.5678
C -6.7076 2.1654 -2.6191
S -5.1449 2.6134 -3.3677
O -4.4450 1.4017 -3.7325
O -4.5224 3.6566 -2.5836
C -5.8344 3.3355 -4.8459
H -7.8411 3.2294 -5.6793
H -7.0989 1.6585 -5.3452
H -8.0888 3.6869 -3.2851
H -8.6900 2.0450 -3.5104
H -6.7834 2.6300 -1.6353
H -6.7356 1.0786 -2.5204
H -5.1811 3.1387 -5.6957
H -5.9239 4.4115 -4.6810

The HOMO-LUMO gap comes out at 7.44 eV. Its spin multiplicity is 1. Its total charge is +1. Its total energy is -2768.4945 hartree. For the HOMO energy, the calculation gives -11.3 eV.

(2)
Here is a 4-piece molecular cluster, C2H14NO3 overall from the Open Molecules 2025 dataset. Energies are from ωB97M-V/def2-TZVPD.

Geometry (Å):
C -1.5800 0.3846 -1.5133
N -0.3401 -0.1863 -0.9491
C 0.3638 -1.3346 -1.6079
H -2.0986 0.9897 -0.8083
H -1.1120 1.1761 -2.2462
H -2.1171 -0.4492 -2.0866
H -0.6871 -0.5856 0.0467
H 0.3105 0.5730 -0.7383
H -0.4265 -2.1172 -1.8003
H 1.1147 -1.7726 -0.9094
H 1.0190 -0.9800 -2.4730
H -2.4003 0.0363 2.5104
H -1.5630 -1.1759 2.7805
O -1.8066 -0.5053 2.0898
H 2.3454 -0.5853 2.6672
H 2.7538 0.6638 1.9818
O 1.9714 0.0040 1.9855
H 0.9350 1.5501 0.9064
H 1.8685 2.5510 -0.0037
O 1.4494 1.7635 0.1678

The HOMO-LUMO gap comes out at 12.19 eV. Its spin multiplicity is 1. Its total charge is +1. Its total energy is -364.7923 hartree. The energy relative to the best compared isomer or geometry (same formula, charge and spin) comes out at 44.7 kcal/mol. For the HOMO energy, the calculation gives -15.0 eV.

(3)
Here is one molecule with the formula C22H30N2O3S from the Open Molecules 2025 dataset. Energies are from ωB97M-V/def2-TZVPD.

Geometry (Å):
C -8.4890 -0.1648 -0.5937
C -7.9896 0.9450 0.3337
C -6.4899 1.0284 0.2937
C -5.7128 0.2454 1.1391
C -4.3338 0.2901 1.0768
C -3.6929 1.1141 0.1592
C -2.1900 1.1532 0.1114
N -1.6308 -0.1871 0.1635
C -1.9427 -0.9396 -1.0372
C -1.5046 -2.3899 -0.8678
C -0.0041 -2.4490 -0.6016
C 0.3192 -1.5855 0.6182
C 1.8158 -1.5862 0.9594
N 2.6786 -1.0301 -0.0597
S 2.9454 0.6249 -0.0965
O 2.5066 1.1950 1.1434
O 2.4412 1.1551 -1.3342
C 4.7263 0.6465 -0.1496
C 5.4315 0.5670 1.0324
C 6.8156 0.5459 1.0153
C 7.4922 0.6033 -0.2025
O 8.8393 0.5892 -0.3404
C 9.6431 0.5279 0.8158
C 6.7620 0.6851 -1.3940
C 5.3845 0.7058 -1.3653
C -0.1968 -0.1647 0.3876
C -4.4661 1.8927 -0.6894
C -5.8476 1.8514 -0.6206
H -9.5746 -0.2278 -0.5651
H -8.1787 0.0312 -1.6177
H -8.0764 -1.1245 -0.2902
H -8.3217 0.7377 1.3532
H -8.4227 1.8973 0.0207
H -6.1971 -0.4016 1.8574
H -3.7329 -0.3213 1.7325
H -1.8535 1.7032 -0.7858
H -1.8227 1.6970 0.9885
H -3.0226 -0.8932 -1.1988
H -1.4429 -0.5036 -1.9232
H -2.0425 -2.8232 -0.0232
H -1.7565 -2.9577 -1.7653
H 0.3157 -3.4801 -0.4326
H 0.5248 -2.0670 -1.4791
H -0.2127 -1.9996 1.4813
H 1.9871 -0.9777 1.8488
H 2.1495 -2.6110 1.1579
H 2.4775 -1.3696 -0.9873
H 4.8856 0.5362 1.9616
H 7.3533 0.4878 1.9480
H 9.4765 1.3919 1.4661
H 9.4665 -0.3936 1.3788
H 10.6712 0.5396 0.4581
H 7.3063 0.7344 -2.3235
H 4.8025 0.7832 -2.2695
H 0.0107 0.4437 1.2710
H 0.3392 0.2931 -0.4619
H -3.9844 2.5391 -1.4099
H -6.4348 2.4670 -1.2878

The HOMO-LUMO gap comes out at 9.09 eV. Its spin multiplicity is 1. The SMILES is CCc1ccc(CN2CCC[C@@H](CNS(=O)(=O)c3ccc(OC)cc3)C2)cc1. Its total energy is -1589.7234 hartree. The energy relative to the best compared isomer or geometry (same formula, charge and spin) comes out at 33.1 kcal/mol. For the HOMO energy, the calculation gives -8.4 eV.